Record 1
The following is a DFT calculation (wB97M-V/def2-TZVPD) of a 3-piece molecular cluster, C11H27BNO8S3 overall.

Structure (XYZ):
```
51
Properties=species:S:1:pos:R:3:forces:R:3
C 6.30854 -1.19058 0.70672 0.527 -0.463 0.016
C 5.58819 -2.33399 -0.07593 -0.783 1.326 0.805
C 4.07815 -2.41015 0.34981 0.364 -0.672 -0.408
B 3.06915 -2.77604 -0.91191 -0.096 -0.215 0.463
C 2.51100 -1.45092 -1.70278 1.400 0.171 -0.081
N 3.60087 -0.38623 -1.72344 -0.772 0.170 0.241
C 1.89329 -3.80924 -0.35206 0.028 -0.169 -0.189
S 0.14891 -3.46050 -0.86720 -0.101 -0.190 0.806
C -0.57123 -2.64675 0.62079 -0.410 0.917 -0.235
C -1.17568 -1.24525 0.25567 0.159 -1.046 -0.326
H 7.02004 -0.61204 0.09826 -0.151 -0.144 0.041
H 6.89119 -1.61175 1.54411 -0.133 0.135 -0.144
H 5.59716 -0.48948 1.15088 0.004 -0.056 -0.251
H 5.63104 -2.15011 -1.15331 0.146 -0.047 0.168
H 6.08909 -3.28304 0.14544 -0.101 0.055 -0.236
H 3.73059 -1.46933 0.80971 0.325 -0.141 0.006
H 4.02572 -3.20783 1.11722 -0.200 0.305 -0.065
H 3.74195 -3.41598 -1.70865 0.185 -0.192 -0.338
H 1.64473 -0.95972 -1.23567 0.001 -0.255 -0.220
H 2.33104 -1.70649 -2.76535 -0.734 0.054 0.457
H 3.13333 0.46628 -2.01231 0.280 0.185 -0.187
H 4.26861 -0.59995 -2.45260 0.087 -0.117 -0.031
H 1.91508 -3.90320 0.74815 -0.271 0.121 -0.292
H 2.10710 -4.82541 -0.72599 -0.268 0.246 0.125
H 0.18014 -2.50973 1.40496 0.087 -0.288 -0.304
H -1.40449 -3.23453 1.02808 0.418 -0.179 -0.013
H -2.20553 -1.42584 -0.08143 0.115 0.371 0.129
H -1.15926 -0.55012 1.10429 -0.048 -0.204 -0.269
H -0.62090 -0.87074 -0.61053 -0.039 0.308 0.326
C -0.63542 3.81549 2.97411 0.339 -0.201 0.320
C 0.20062 3.22398 1.85448 0.044 0.488 -0.227
O -0.48990 2.02945 1.48081 -0.667 0.003 0.403
S -2.07335 2.24098 1.68055 0.577 -0.118 0.150
O -2.64926 2.59664 0.42149 0.015 -0.146 0.691
O -2.57772 1.17425 2.47753 -0.016 0.445 -0.547
O -1.99393 3.57457 2.58822 0.037 -0.198 -0.540
H -0.45096 3.30229 3.92034 0.020 0.012 -0.021
H -0.46476 4.88199 3.09959 -0.221 0.020 -0.084
H 1.21470 2.99073 2.16765 -0.071 -0.259 -0.040
H 0.23035 3.88810 0.98737 0.036 0.016 0.040
C -5.17342 2.58908 -1.34760 0.117 0.428 0.137
C -6.32436 2.41888 -0.37655 0.303 -0.408 0.197
O -7.49580 2.38316 -1.20227 0.138 0.102 -0.562
S -7.12982 1.69462 -2.61604 0.336 0.010 0.248
O -7.51188 0.32087 -2.56727 0.085 0.584 -0.283
O -7.55956 2.56552 -3.66125 -0.046 -0.457 0.369
O -5.52620 1.78186 -2.48075 -0.732 -0.222 0.126
H -5.08560 3.62673 -1.67958 -0.017 -0.019 0.019
H -4.22765 2.26342 -0.92303 -0.141 -0.164 -0.273
H -6.39141 3.23595 0.33693 -0.196 0.061 -0.124
H -6.25250 1.47010 0.16037 0.041 0.037 0.009
```
Positions in Å, forces in eV/Å.

Summary:
**Strongest force on any atom**: 1.7 eV/A
**LUMO level**: 1.8 eV
**HOMO level**: -3.9 eV
**Charge**: -1


Record 2
The following is a DFT calculation (wB97M-V/def2-TZVPD) of C14H22O as an isolated structure.

Structure (XYZ):
```
37
Properties=species:S:1:pos:R:3:forces:R:3
C -2.57592 -1.67857 -0.93717 2.629 2.489 2.813
C -3.69954 -1.06431 -0.14253 -1.375 0.748 -1.750
C -3.63740 0.34049 0.40936 -1.599 1.832 -1.386
C -2.30255 0.77810 1.00440 -2.802 -5.112 2.366
C -1.17698 0.82149 0.14710 2.042 4.926 -2.645
C -0.92706 2.07971 -0.62119 -0.915 -1.349 0.047
C 0.19385 2.17563 -1.40210 -0.897 3.485 -0.379
C 1.22954 1.22473 -1.45476 2.451 2.161 -1.438
C 1.20797 0.26385 -0.54265 -2.122 -2.596 2.901
C 2.28441 -0.75013 -0.22918 -0.709 -2.904 2.880
C 2.78894 -1.62544 -1.37050 1.003 -0.181 -2.271
C 3.48762 -0.24667 0.54828 0.465 3.327 -0.358
C 3.26722 0.71268 1.74447 -1.803 -0.975 3.786
C -0.06545 0.08836 0.29693 3.020 -1.023 -0.756
H -2.65255 -2.68256 -1.19740 -0.489 -2.092 0.534
H -2.27234 -1.28626 -1.88014 -0.012 1.326 -0.609
H -1.72322 -1.44396 -0.14016 -1.121 -1.555 -2.359
H -3.69993 -1.51514 0.77816 -0.600 -2.546 1.938
H -4.66491 -1.12415 -0.66808 0.058 -0.393 0.441
H -4.53344 0.51841 1.11823 1.656 -0.607 -0.578
H -3.94986 0.99617 -0.40913 0.511 0.533 -0.138
H -2.23178 -0.17567 1.79320 0.182 2.345 -1.222
H -2.51337 1.60947 1.57125 0.079 2.200 1.276
H -1.63436 2.97455 -0.61563 0.833 -1.593 0.188
H 0.26873 3.26400 -1.78392 0.465 -2.167 -0.128
H 2.24040 1.44117 -2.03569 -2.406 -0.521 1.042
H 1.66067 -1.51446 0.49137 1.798 1.594 -1.657
H 1.80046 -1.46266 -2.08488 2.932 -1.764 0.941
H 3.15356 -2.72264 -0.92061 -1.483 2.806 -1.685
H 3.89956 -1.19440 -2.01041 -3.642 -0.999 1.969
H 4.02422 0.33596 -0.25634 -0.208 -0.007 0.762
H 4.28084 -0.89035 0.86316 -0.190 -1.488 -0.028
H 2.78910 1.70092 1.51725 0.938 -0.758 -0.036
H 2.27868 0.23933 2.59091 3.176 1.066 -2.545
H 4.25465 0.79283 2.45673 -2.571 0.064 -1.929
H -0.76201 -0.13394 2.05273 2.858 -3.864 -2.651
O -0.08777 -0.84657 1.31891 -2.152 3.594 2.665
```
Positions in Å, forces in eV/Å.

Summary:
**Strongest force on any atom**: 6.3 eV/A
**ΔE to the lowest compared entry with this formula, charge and spin**: 717.7 kJ/mol
**LUMO level**: 0.6 eV
**HOMO level**: -8.4 eV
**Charge**: 0


Record 3
The following is a DFT calculation (wB97M-V/def2-TZVPD) of one molecule with the formula C5H9O6.

Structure (XYZ):
```
20
Properties=species:S:1:pos:R:3:forces:R:3
H 3.39255 -1.47936 0.02166 -0.701 0.582 0.255
C 1.28197 1.40349 -0.37764 -1.190 0.132 -1.834
O 2.15690 2.15399 -0.18603 0.583 -0.388 0.985
C 0.70923 0.04958 0.10501 0.306 0.975 0.237
C -0.76398 -0.09728 -0.43889 0.462 -0.776 0.212
C -0.82686 -0.56483 -1.89839 -0.291 0.255 0.317
C -1.57310 -1.00818 0.55353 1.247 -0.104 -0.251
O -2.93356 -0.80186 0.39198 -1.298 -0.242 -0.026
O -1.32545 1.18866 -0.45338 -0.283 0.811 1.062
O -1.28978 1.60352 0.96644 -0.122 0.381 -0.412
H -1.44834 2.57245 0.94708 0.101 -0.765 -0.575
O 1.56704 -0.97141 -0.36497 0.464 0.102 1.201
O 2.79737 -0.83687 0.47657 -0.627 -0.610 -0.952
H 0.59006 0.17389 1.18978 0.591 -0.738 0.058
H -0.44511 -1.59708 -1.96943 -0.172 0.496 -0.086
H -1.88610 -0.51062 -2.19369 0.370 -0.243 -0.027
H -0.25583 0.12133 -2.54641 -0.108 -0.372 0.309
H -1.33472 -2.05411 0.32855 0.346 0.053 0.094
H -1.25066 -0.76827 1.57951 -0.072 -0.131 -0.246
H -3.42010 -1.53795 0.80803 0.395 0.581 -0.320
```
Positions in Å, forces in eV/Å.

Summary:
**Strongest force on any atom**: 2.2 eV/A
**ΔE to the lowest compared entry with this formula, charge and spin**: 53.7 kJ/mol
**LUMO level (spin up / spin down)**: 0.6 / 0.5 eV
**HOMO level (spin up / spin down)**: -6.8 / -10.1 eV
**Charge**: 0
**Multiplicity**: 2
**Expectation value of S²**: 0.753


Record 4
The following is a DFT calculation (wB97M-V/def2-TZVPD) of a 2-piece molecular cluster, C9H14 overall.

Structure (XYZ):
```
23
Properties=species:S:1:pos:R:3:forces:R:3
C 1.14869 1.05848 0.17810 0.786 1.767 0.087
C 0.41241 0.45830 1.33364 -0.594 -0.990 -0.872
C 0.56086 -0.89114 1.64955 0.363 -0.190 0.847
C -0.21012 -1.47224 2.64822 -0.862 0.028 -0.491
C -1.22179 -0.74201 3.25856 -0.256 -0.147 0.422
C -1.45772 0.57288 2.90449 0.940 0.005 -0.014
C -0.61975 1.14529 1.94946 -0.634 0.696 0.138
H 0.92686 2.13036 0.16963 -0.111 0.035 -0.046
H 0.94080 0.74714 -0.84229 -0.408 -0.648 0.215
H 2.23824 1.06373 0.27501 -0.011 -0.460 0.202
H 1.33649 -1.48578 1.19142 0.053 -0.013 -0.299
H -0.23151 -2.53593 2.85296 0.660 0.006 0.012
H -1.82330 -1.24040 4.01207 -0.065 0.133 -0.058
H -2.19703 1.19108 3.39389 -0.187 -0.158 -0.057
H -0.85302 2.16808 1.66082 0.308 -0.044 -0.066
C -0.52488 0.14767 -3.46019 1.453 0.687 0.581
C 0.79365 -0.63992 -3.21966 -0.988 -0.919 0.184
H -0.80131 0.05016 -4.48727 -0.732 -0.395 -0.492
H -1.25701 -0.17946 -2.73151 -0.442 -0.036 -0.356
H -0.40778 1.22810 -3.33577 0.140 -0.065 0.224
H 1.66275 -0.11867 -2.83540 0.017 0.354 -0.301
H 1.03216 -1.25549 -4.08802 0.368 0.400 -0.146
H 0.55232 -1.40025 -2.47773 0.202 -0.045 0.288
```
Positions in Å, forces in eV/Å.

Summary:
**Strongest force on any atom**: 1.9 eV/A
**SMILES**: Cc1ccccc1.CC
**ΔE to the lowest compared entry with this formula, charge and spin**: 57.3 kJ/mol
**LUMO level**: 1.0 eV
**HOMO level**: -9.1 eV
**Charge**: 0


Record 5
The following is a DFT calculation (wB97M-V/def2-TZVPD) of C25H28CoN7O4S2 as an isolated structure.

Structure (XYZ):
```
67
Properties=species:S:1:pos:R:3:forces:R:3
Co 1.33097 -0.12199 0.07084 -0.007 -0.073 0.059
N -0.05010 -0.21243 1.42600 -0.136 0.203 0.254
C -0.02518 0.87005 2.43459 -0.031 0.004 0.004
C 1.22975 0.76438 3.28526 0.008 -0.005 0.006
C 2.50209 1.09234 2.52400 0.006 -0.010 -0.002
N 2.75934 0.10461 1.44813 0.012 0.041 0.016
H -0.91876 -0.18749 0.89375 0.008 0.021 -0.004
H -0.13689 -1.09135 1.97893 0.214 -0.309 -0.429
H -0.90961 0.77746 3.06777 0.001 -0.006 0.000
H -0.05880 1.83596 1.93185 -0.008 0.001 0.003
H 1.29277 -0.24083 3.71795 -0.006 0.007 0.005
H 1.14628 1.45727 4.12394 -0.002 0.002 -0.001
H 3.35522 1.11503 3.20549 0.002 0.003 -0.004
H 2.41746 2.06899 2.04939 -0.005 0.001 0.003
H 2.99078 -0.79009 1.86920 -0.017 -0.004 -0.017
H 3.59198 0.38396 0.93312 0.002 -0.007 -0.001
C 7.21318 4.38762 1.18739 0.000 -0.001 0.001
C 6.01473 3.70428 0.59195 0.002 -0.001 -0.001
C 4.75632 4.30336 0.64267 0.000 0.004 0.000
C 3.65208 3.69559 0.07220 0.004 -0.002 0.004
C 3.80538 2.46698 -0.55526 -0.008 0.007 0.009
C 5.04690 1.85064 -0.62508 0.000 -0.003 -0.009
C 6.14230 2.47335 -0.04599 -0.004 0.003 0.002
S 2.41313 1.71445 -1.33293 -0.051 -0.045 0.017
O 2.71128 0.24725 -1.32663 0.014 0.010 -0.023
O 2.19152 2.33234 -2.60005 0.019 0.015 -0.002
N 1.21550 1.80649 -0.27417 0.007 0.027 -0.036
C -0.09492 2.09629 -0.88155 -0.003 0.003 0.032
C -0.69780 0.83393 -1.49555 0.029 0.018 -0.067
O -1.70068 0.86936 -2.16303 -0.008 -0.011 0.025
O -0.02723 -0.26138 -1.20773 0.002 -0.002 0.025
H 6.93112 5.02259 2.02611 0.000 0.000 0.001
H 7.69652 5.02120 0.44100 -0.001 0.001 0.000
H 7.95062 3.66437 1.53280 0.000 -0.001 -0.001
H 4.64120 5.25904 1.13920 0.001 0.000 0.001
H 2.67531 4.15959 0.12285 0.000 -0.002 -0.002
H 5.15104 0.89723 -1.12730 0.000 -0.002 0.003
H 7.11279 1.99492 -0.09395 0.000 -0.001 -0.001
H -0.02929 2.86690 -1.64821 -0.002 -0.005 -0.003
H -0.76753 2.46462 -0.10501 0.003 0.006 0.002
S -0.61426 -3.01644 3.04975 -0.077 0.086 0.192
C -0.89064 -4.05553 1.78184 0.025 0.043 -0.054
N -1.04389 -4.79643 0.89903 -0.010 -0.029 0.039
N 0.58911 -6.89122 -0.31139 0.132 0.030 0.087
C 0.83302 -8.24402 -0.41791 -0.053 -0.005 -0.018
C -0.00342 -9.35501 -0.36716 0.000 -0.012 0.020
C 0.59170 -10.58938 -0.53844 -0.016 0.012 0.003
C 1.97275 -10.71540 -0.75867 0.026 0.012 -0.001
C 2.79701 -9.60883 -0.80885 -0.013 -0.038 0.008
C 2.21469 -8.35568 -0.63043 0.034 0.058 -0.009
N 2.80419 -7.09476 -0.62569 0.001 -0.042 -0.056
C 1.80525 -6.28519 -0.42982 -0.059 0.028 0.047
C 1.86447 -4.81119 -0.31810 0.009 -0.021 -0.029
C 1.51606 -4.00551 -1.39141 0.029 0.029 -0.010
C 1.40362 -2.64382 -1.20700 -0.016 -0.037 -0.007
N 1.59884 -2.07175 -0.01015 0.029 0.058 0.016
C 1.96232 -2.84769 1.01754 -0.006 -0.029 -0.039
C 2.13259 -4.20829 0.89931 -0.024 0.002 0.054
H -0.23125 -6.38926 0.03369 -0.073 -0.036 -0.074
H -1.06766 -9.25628 -0.19986 -0.001 -0.005 -0.004
H -0.02024 -11.48139 -0.50491 0.000 0.000 0.000
H 2.39546 -11.70288 -0.89092 -0.002 0.000 -0.001
H 3.86164 -9.69972 -0.97823 0.000 0.003 -0.001
H 1.29595 -4.43508 -2.35814 0.001 0.003 -0.001
H 1.10715 -1.98330 -2.00698 0.008 -0.001 -0.005
H 2.03750 -2.39572 1.99608 0.002 0.017 -0.014
H 2.37173 -4.79427 1.77510 0.004 -0.014 -0.012
```
Positions in Å, forces in eV/Å.

Summary:
**Strongest force on any atom**: 0.6 eV/A
**ΔE to the lowest compared entry with this formula, charge and spin**: 20.2 kJ/mol
**LUMO level**: -0.5 eV
**HOMO level**: -8.0 eV
**Charge**: 0


Record 6
The following is a DFT calculation (wB97M-V/def2-TZVPD) of one molecule with the formula C7H11N3S.

Structure (XYZ):
```
22
Properties=species:S:1:pos:R:3:forces:R:3
C 2.66991 -0.19090 -0.76433 2.968 0.125 -0.741
C 1.69983 0.50551 0.12427 0.813 1.021 2.706
C 1.91257 2.05272 0.21757 0.168 -1.437 -0.093
N 0.41467 0.15179 -0.23752 -5.883 -1.612 3.400
C -0.57356 -0.23760 0.76003 7.088 2.868 -6.663
N -0.34475 -0.31851 2.02964 -1.471 -0.624 1.984
C -1.74411 -0.57726 0.05578 -2.435 -1.819 -0.917
N -2.87856 -0.99537 0.57299 0.909 0.257 -0.734
C -3.75803 -1.33908 -0.44712 -2.516 -0.498 3.155
C -3.31110 -1.14166 -1.68574 -0.017 0.061 -2.832
S -1.64297 -0.72673 -1.69114 -0.454 0.818 0.903
H 2.73431 -1.25113 -0.41613 0.046 0.727 -0.723
H 2.56933 -0.12584 -1.90499 -0.402 -0.011 1.755
H 3.67171 0.33020 -0.51616 -1.090 -1.207 -0.554
H 1.97779 0.15014 1.17387 -0.115 0.055 -0.745
H 2.94319 2.28109 0.03651 0.697 0.286 0.491
H 1.46812 2.58026 1.04136 0.173 -0.276 0.982
H 1.40412 2.47924 -0.56970 -1.167 0.875 -2.253
H -1.15877 -0.73171 2.48884 0.913 0.276 0.805
H 0.54708 -0.06441 2.44210 -0.577 -0.230 -0.031
H -4.77537 -1.72670 -0.01551 1.894 0.929 -1.549
H -3.82542 -1.10405 -2.69462 0.459 -0.587 1.652
```
Positions in Å, forces in eV/Å.

Summary:
**Strongest force on any atom**: 10.1 eV/A
**SMILES**: CC(C)/N=C(\N)c1nccs1
**ΔE to the lowest compared entry with this formula, charge and spin**: 115.5 kJ/mol
**LUMO level**: 0.1 eV
**HOMO level**: -8.0 eV
**Charge**: 0